{
  "formula": "C4H10NO",
  "method": "ωB97M-V/def2-TZVPD",
  "charge": 1,
  "fmax_ha_per_bohr": 0.1050,
  "elements": ["C", "C", "C", "C", "N", "O", "H", "H", "H", "H", "H", "H", "H", "H", "H", "H"],
  "xyz": [[-1.208, -0.654, -1.268], [-0.414, 0.523, -0.706], [-0.479, 1.758, -1.510], [1.748, -1.528, 2.635], [0.113, 0.385, 0.499], [0.573, -1.448, 2.656], [-1.028, -0.620, -2.367], [-2.192, -0.439, -1.142], [-0.042, 2.556, -0.890], [-1.489, 1.945, -1.753], [-0.016, 1.673, -2.559], [2.304, -2.124, 3.353], [2.501, -1.072, 1.884], [-0.005, -0.478, 1.014], [0.424, 1.168, 1.036], [-0.790, -1.643, -0.881]]
}

***

{
  "formula": "C21H36F4O29S6",
  "method": "ωB97M-V/def2-TZVPD",
  "charge": 0,
  "fmax_ha_per_bohr": 0.1844,
  "elements": ["C", "C", "O", "C", "O", "C", "C", "C", "O", "C", "O", "O", "C", "F", "F", "C", "F", "F", "H", "H", "H", "H", "H", "H", "H", "H", "H", "H", "H", "H", "C", "C", "O", "S", "O", "O", "O", "H", "H", "H", "H", "C", "C", "O", "S", "O", "O", "O", "H", "H", "H", "H", "C", "C", "O", "S", "O", "O", "O", "H", "H", "H", "H", "C", "C", "O", "S", "O", "O", "O", "H", "H", "H", "H", "C", "C", "O", "S", "O", "O", "O", "H", "H", "H", "H", "C", "C", "O", "S", "O", "O", "O", "H", "H", "H", "H"],
  "xyz": [[7.080, -2.157, -4.478], [7.925, -0.843, -4.939], [7.338, 0.316, -4.281], [7.291, 1.448, -5.149], [8.354, 1.983, -5.494], [5.846, 2.023, -5.611], [4.720, 1.162, -4.829], [3.222, 1.489, -5.300], [2.272, 1.632, -4.195], [0.969, 1.554, -4.861], [0.713, 2.417, -5.751], [0.101, 0.535, -4.399], [-0.894, 0.191, -5.352], [-1.877, 1.222, -5.530], [-0.290, -0.162, -6.607], [-1.750, -1.121, -4.920], [-2.722, -1.288, -5.962], [-2.480, -0.831, -3.740], [6.773, -2.772, -5.388], [6.124, -1.820, -3.930], [7.728, -2.803, -3.777], [7.919, -0.772, -6.078], [9.011, -0.977, -4.585], [5.817, 3.135, -5.322], [5.767, 1.913, -6.756], [4.844, 1.339, -3.705], [4.931, 0.062, -5.067], [2.858, 0.573, -5.903], [3.273, 2.404, -5.982], [-1.118, -2.067, -4.866], [-4.501, -0.276, -1.344], [-3.736, 0.633, -0.394], [-4.735, 1.228, 0.432], [-5.954, 0.176, 0.632], [-5.764, -0.496, 1.877], [-7.176, 0.828, 0.276], [-5.548, -0.847, -0.559], [-4.957, 0.296, -2.156], [-3.869, -1.059, -1.763], [-3.164, 1.398, -0.920], [-3.065, 0.056, 0.250], [-1.588, -3.197, 3.981], [-2.805, -3.265, 4.888], [-3.462, -2.005, 4.721], [-3.230, -1.483, 3.205], [-4.378, -1.828, 2.429], [-2.705, -0.155, 3.259], [-2.026, -2.501, 2.812], [-0.784, -2.617, 4.442], [-1.215, -4.187, 3.717], [-2.535, -3.425, 5.934], [-3.495, -4.051, 4.565], [-1.150, 5.205, -2.213], [-2.372, 4.772, -1.418], [-1.874, 3.848, -0.450], [-0.367, 4.277, -0.034], [-0.433, 5.029, 1.176], [0.485, 3.143, -0.196], [-0.094, 5.308, -1.257], [-0.869, 4.447, -2.950], [-1.303, 6.160, -2.716], [-3.130, 4.302, -2.044], [-2.815, 5.616, -0.883], [0.671, -2.092, 9.500], [0.992, -1.753, 8.054], [0.847, -2.983, 7.344], [-0.316, -3.870, 8.056], [-1.538, -3.675, 7.339], [0.214, -5.164, 8.337], [-0.403, -3.032, 9.440], [1.521, -2.577, 9.990], [0.376, -1.213, 10.074], [1.999, -1.355, 7.933], [0.269, -1.040, 7.646], [2.361, 6.255, -3.856], [2.633, 4.966, -4.615], [3.089, 5.388, -5.901], [3.893, 6.789, -5.746], [5.290, 6.499, -5.692], [3.333, 7.732, -6.657], [3.395, 7.155, -4.248], [1.401, 6.690, -4.150], [2.375, 6.107, -2.775], [1.751, 4.333, -4.707], [3.438, 4.394, -4.142], [-5.768, -6.144, 7.129], [-5.169, -7.491, 7.504], [-3.780, -7.236, 7.704], [-3.596, -5.728, 8.286], [-3.466, -5.808, 9.706], [-2.648, -5.025, 7.457], [-5.087, -5.188, 7.943], [-5.571, -5.902, 6.081], [-6.842, -6.104, 7.314], [-5.315, -8.242, 6.727], [-5.585, -7.859, 8.447]]
}

***

{
  "formula": "C30H54FN3O6S",
  "method": "ωB97M-V/def2-TZVPD",
  "smiles": "CC[C@@H](C)[C@]1(Cc2cccc(C)c2)[C@@H](S(=O)(=O)F)C(=O)O[C@]1(N)CC(=O)O.CCN(CC)CC.CCN(CC)CC",
  "charge": 0,
  "fmax_ha_per_bohr": 0.1698,
  "elements": ["C", "C", "C", "C", "C", "C", "C", "C", "C", "C", "C", "C", "C", "C", "S", "O", "O", "F", "C", "O", "O", "C", "N", "C", "C", "O", "O", "H", "H", "H", "H", "H", "H", "H", "H", "H", "H", "H", "H", "H", "H", "H", "H", "H", "H", "H", "H", "H", "H", "H", "H", "C", "C", "N", "C", "C", "C", "C", "H", "H", "H", "H", "H", "H", "H", "H", "H", "H", "H", "H", "H", "H", "H", "C", "C", "N", "C", "C", "C", "C", "H", "H", "H", "H", "H", "H", "H", "H", "H", "H", "H", "H", "H", "H", "H"],
  "xyz": [[1.222, 4.730, 5.106], [1.779, 3.991, 3.763], [0.709, 2.936, 3.214], [-0.117, 3.703, 2.033], [1.295, 1.529, 2.705], [1.827, 1.430, 1.195], [2.930, 2.497, 0.773], [2.843, 3.031, -0.706], [3.844, 4.031, -1.325], [5.000, 4.593, -0.456], [5.098, 4.078, 1.020], [6.271, 4.642, 1.979], [4.100, 3.033, 1.624], [-0.085, 0.637, 2.689], [-0.247, -0.772, 1.506], [-0.663, -0.366, 0.109], [-1.387, -1.642, 2.033], [1.087, -1.777, 1.396], [-0.045, -0.132, 4.125], [-0.905, -0.229, 5.006], [1.322, -0.629, 4.103], [2.103, 0.566, 3.714], [3.363, -0.108, 3.219], [2.581, 1.109, 5.152], [3.142, -0.123, 6.057], [2.444, -0.787, 6.842], [4.545, -0.417, 5.967], [2.023, 5.475, 5.451], [1.069, 3.997, 5.970], [0.232, 5.291, 4.898], [1.923, 4.811, 2.984], [2.804, 3.569, 4.021], [-0.048, 2.698, 4.049], [0.671, 4.104, 1.290], [-0.893, 3.039, 1.526], [-0.650, 4.616, 2.497], [0.911, 1.627, 0.517], [2.261, 0.395, 0.918], [2.013, 2.642, -1.402], [3.775, 4.376, -2.421], [5.790, 5.338, -0.835], [5.859, 5.629, 2.424], [6.444, 3.948, 2.866], [7.213, 4.930, 1.405], [4.223, 2.686, 2.699], [-1.069, 1.231, 2.737], [3.998, 0.596, 2.819], [3.134, -0.813, 2.503], [3.512, 1.767, 4.957], [1.776, 1.663, 5.740], [4.950, 0.120, 5.248], [-0.484, -1.258, -3.016], [-1.536, -0.161, -3.111], [-1.432, 0.665, -4.311], [-2.280, 1.854, -4.263], [-3.795, 1.646, -4.234], [-1.434, -0.048, -5.585], [-2.647, -0.921, -5.906], [0.527, -0.843, -3.057], [-0.590, -1.788, -2.066], [-0.591, -2.000, -3.813], [-1.410, 0.480, -2.233], [-2.528, -0.620, -3.022], [-2.033, 2.508, -5.107], [-2.004, 2.431, -3.373], [-4.186, 1.371, -5.214], [-4.289, 2.580, -3.950], [-4.100, 0.886, -3.512], [-0.539, -0.678, -5.627], [-1.291, 0.669, -6.402], [-2.982, -1.510, -5.050], [-2.390, -1.626, -6.701], [-3.485, -0.327, -6.273], [-3.515, -7.572, -2.827], [-2.949, -6.664, -1.742], [-2.501, -5.362, -2.228], [-1.740, -4.610, -1.233], [-2.470, -4.163, 0.034], [-3.481, -4.583, -2.979], [-4.789, -4.223, -2.275], [-2.786, -7.738, -3.625], [-3.769, -8.546, -2.397], [-4.430, -7.166, -3.267], [-2.094, -7.186, -1.301], [-3.697, -6.563, -0.946], [-1.296, -3.729, -1.709], [-0.884, -5.223, -0.928], [-3.123, -3.311, -0.153], [-1.744, -3.841, 0.785], [-3.062, -4.965, 0.480], [-3.727, -5.131, -3.895], [-3.011, -3.661, -3.340], [-5.205, -5.056, -1.704], [-5.538, -3.936, -3.019], [-4.666, -3.369, -1.608]]
}

***

| no. | E_tot (Eh) |
| --- | --- |
| 1 | -288.11653 |
| 2 | -5791.93891 |
| 3 | -2288.94338 |